[1]
Entry from the OMol25 dataset: C36H44N2SiTl as an isolated structure (wB97M-V/def2-TZVPD).

Each line ends with the Mulliken charge.
Cartesian coordinates (Å):
Tl -2.130362 1.777367 -2.317080  0.923
Si -1.568798 -3.008933 -0.954570  0.225
N -1.620985 2.473899 0.211048  -0.161
N 0.138790 3.095581 -1.782364  -0.326
C -2.416989 2.055178 1.212828  -0.712
C 2.305981 3.877901 -2.472774  -0.575
C 1.211602 0.500880 1.064605  -0.413
C -0.784975 4.210799 1.649805  0.335
C -1.984604 -1.112642 -1.666577  -1.429
C 0.808564 -0.860611 1.154831  -1.160
C 1.446983 -3.693857 -3.676803  -0.480
C -1.181555 3.744187 5.127183  -1.528
C -3.262986 4.847843 4.313855  -1.647
C 1.453852 4.477478 -0.312192  0.815
C -1.783059 4.590122 3.995877  1.886
C 3.646355 5.557891 -1.134192  1.807
C 0.708265 -5.847743 -2.851850  -0.550
C 1.145047 3.133575 -2.676334  -0.710
C -1.658052 3.822765 2.670825  0.182
C -4.351648 -5.508601 0.751541  -0.698
C 2.440614 4.620235 -1.292739  0.037
C -2.441869 2.676453 2.463953  -0.776
C 2.078886 0.628380 -0.056532  -0.214
C -3.149092 -3.884359 -0.597528  0.824
C -0.391392 -5.234921 -2.235091  -0.432
C 0.359350 -3.075407 -3.048570  -0.382
C -1.055709 5.936368 3.955279  -2.031
C 4.925737 4.716096 -1.026846  -1.626
C 0.300307 3.709378 -0.582753  -0.117
C 1.438549 -1.574695 0.094239  -0.285
C -5.555536 -5.085995 0.184660  -0.450
C 1.641557 -5.074724 -3.547294  -0.465
C 3.538212 6.443111 0.108961  -2.036
C -0.738345 3.476782 0.445353  -0.930
C -0.491838 -3.827457 -2.218583  0.597
C -5.558774 -4.086328 -0.794097  -0.637
C -4.355616 -3.497142 -1.202616  -0.415
C 2.203708 -0.649629 -0.669148  -1.223
C 3.754958 6.466453 -2.366030  -1.623
C -3.145770 -4.915496 0.363899  -0.335
H 2.625979 7.049513 0.079822  0.424
H -0.118706 3.548944 4.937170  0.356
H -2.364520 -1.169287 -2.694583  0.675
H 1.547053 4.946854 0.666776  0.338
H 4.592219 7.161232 -2.235625  0.464
H 2.507553 -5.549157 -4.008027  0.377
H -6.492332 -5.532445 0.514474  0.387
H -1.698865 2.782218 5.227285  0.353
H 0.925290 1.296934 1.747234  0.627
H -1.152180 -5.843180 -1.738765  0.406
H -3.047470 1.189207 0.997585  0.405
H -1.436726 6.563643 3.141872  0.434
H 0.133774 -1.281321 1.895981  0.423
H 5.071421 4.093868 -1.918438  0.337
H 3.075475 3.897430 -3.248836  0.434
H 3.925873 5.892360 -3.282124  0.353
H 4.397880 7.123229 0.136973  0.439
H 0.024114 5.800655 3.836991  0.385
H -1.025899 -0.588165 -1.624541  0.021
H -3.092931 2.275892 3.240528  0.415
H -0.785296 -3.841793 0.255724  -0.084
H -3.341491 5.436307 5.235606  0.459
H 3.551846 5.844018 1.025831  0.390
H -3.736085 5.414211 3.502820  0.375
H -0.670689 -3.002923 0.466123  0.201
H -4.347916 -6.299504 1.502468  0.377
H 1.358094 -2.640395 -0.103856  0.798
H -1.226336 6.464570 4.900563  0.432
H 2.580413 1.539062 -0.374875  0.561
H -2.737317 -0.650348 -1.019876  0.635
H -2.210656 -5.228349 0.824157  0.307
H 2.783397 -0.888967 -1.559658  0.452
H 0.186451 -2.004554 -3.181600  0.256
H 5.794338 5.378559 -0.918567  0.462
H -4.349128 -2.726923 -1.973342  0.356
H 1.004685 2.560791 -3.596373  0.392
H -3.817691 3.914487 4.457006  0.342
H -0.148292 5.093133 1.734667  0.625
H 2.134930 -3.088281 -4.266660  0.402
H -1.267673 4.284393 6.078446  0.434
H 0.834647 -6.930109 -2.790544  0.383
H -6.495781 -3.761847 -1.247232  0.383
H 4.878728 4.060025 -0.147601  0.377
H 2.836304 7.051561 -2.487223  0.369

Cartesian forces, eV/Å:
0.5 0.7 0.4
-1.4 2.4 -4.1
0.2 0.0 0.3
0.3 0.0 0.3
0.4 0.7 0.1
-0.5 -0.2 0.0
-0.2 -0.7 -0.3
-0.1 -0.4 -0.6
0.5 -1.6 1.2
-0.1 0.8 0.0
-0.4 0.0 -0.1
0.2 -0.1 0.0
-0.1 0.1 -0.2
-0.7 -0.4 -0.3
0.0 0.0 0.0
0.1 -0.2 0.1
-0.3 0.1 -0.1
0.0 0.4 0.5
-0.1 0.1 0.2
0.2 -0.1 -0.1
0.1 0.2 0.0
0.1 -0.2 -0.6
-0.4 -0.9 0.1
0.1 -0.3 0.9
0.7 0.2 0.2
0.4 -0.3 0.2
0.0 0.0 0.0
0.1 -0.2 0.1
0.9 0.1 -1.1
-0.3 0.2 -0.8
0.3 0.2 -0.1
-0.2 0.3 0.2
0.0 0.0 0.0
-1.0 -0.4 0.8
0.0 -0.3 -0.2
0.3 0.0 -0.2
-0.1 -0.2 0.4
-0.4 0.2 0.3
-0.2 0.1 -0.1
-0.8 0.3 -0.2
0.1 0.0 0.1
-0.2 0.0 0.1
0.1 -0.4 0.2
0.1 -0.1 -0.4
-0.1 -0.1 0.0
-0.2 0.1 0.1
0.2 0.1 -0.1
0.1 0.2 0.0
0.0 -0.2 -0.1
0.3 0.1 0.0
0.1 0.3 0.1
0.1 0.0 0.1
0.3 0.0 0.2
0.0 0.1 0.2
-0.3 0.0 0.3
0.0 0.1 0.1
-0.2 -0.1 0.0
-0.1 0.1 0.0
0.0 0.0 0.1
0.2 0.2 -0.2
0.6 0.9 1.1
0.0 -0.1 -0.2
0.0 0.1 -0.1
0.0 -0.1 0.2
0.4 -0.8 0.2
0.0 0.2 -0.2
0.3 0.1 0.1
0.1 -0.1 -0.2
-0.1 -0.2 0.1
0.2 -0.1 0.0
-0.2 -0.1 0.1
-0.1 0.1 0.3
0.3 -0.3 0.3
-0.2 -0.2 0.0
-0.1 -0.1 0.2
0.0 0.2 0.3
0.1 0.2 0.0
-0.3 -0.4 0.2
-0.2 -0.2 0.1
0.0 -0.1 -0.2
-0.1 0.3 -0.1
0.2 -0.1 0.1
0.1 0.1 -0.2
0.1 0.0 -0.1

Computed properties:
Charge: +1
Frontier orbital gap (alpha / beta), eV: 5.074 / 5.062
HOMO level (alpha / beta), eV: -8.7 / -8.7
LUMO level (alpha / beta), eV: -3.581 / -3.592
Spin multiplicity: 1
Relative energy (zero: lowest compared OMol25 entry of this formula, charge and spin), kcal/mol: 13.98
Energy, eV: -53588.211
Molar mass, u: 737.23


[2]
Entry from the OMol25 dataset: C36H44N8O5PdSTe as an isolated structure (wB97M-V/def2-TZVPD).

Each line ends with the Mulliken charge.
Cartesian coordinates (Å):
Te 1.061433 -1.483417 -4.107287  0.642
Pd 0.906566 0.103527 0.519735  0.045
S 1.751033 3.019403 1.180554  -0.280
O -3.392875 -0.622173 0.105292  -0.583
O -0.387774 1.853391 -1.476097  -0.650
O -0.639065 -1.065622 -0.411406  0.297
O -2.328684 2.435998 -0.743070  -0.817
O 2.764800 0.972231 1.227691  -0.412
N 3.220861 5.175593 1.713554  0.066
N -1.231798 1.935198 -0.600958  1.013
N -1.079302 0.800481 2.741715  -0.334
N 2.005886 -1.850023 0.111587  -0.883
N -2.878569 1.825413 1.738971  -0.305
N 0.250771 0.346683 2.709612  -0.322
N -0.834513 1.423608 0.595162  0.356
N 3.191610 4.502773 -0.505314  0.328
C 2.710305 -2.335731 5.036533  -0.530
C 1.834381 -0.967165 -2.193772  1.008
C 0.938268 -2.784156 3.475792  -0.355
C -1.657079 -4.861030 0.963602  0.093
C 3.097184 -2.062828 2.679864  -0.604
C -5.615905 -1.469464 -1.385642  -0.228
C -6.365895 -2.853944 -3.198748  -0.456
C 3.555459 -2.004276 3.984559  -0.899
C -2.027755 -6.255115 1.388688  -1.484
C -1.734954 1.567665 -5.235918  -0.561
C 1.776456 -2.203924 -1.290110  -1.183
C -4.416547 -2.180102 -1.337489  0.748
C 3.267647 4.795829 3.121201  -0.965
C -1.653579 -0.446169 -3.295657  0.247
C -0.010440 -3.091735 0.712179  1.050
C -4.201878 -3.229755 -2.228594  -0.096
C -1.643336 1.367831 1.643890  0.393
C -2.798595 1.378337 -4.363559  -0.791
C 4.403029 5.243599 -0.852743  -1.175
C -0.371635 -4.370310 1.137231  -1.017
C -0.597557 -0.244115 -4.179429  0.408
C -0.957920 -2.232238 0.095870  -0.533
C -2.764767 0.373612 -3.405689  -0.239
C 3.264735 6.622351 1.491087  -1.153
C 3.844474 0.963898 0.328291  -0.705
C 2.786737 4.326511 0.762325  0.438
C -6.589176 -1.810111 -2.307633  -0.728
C -3.369961 -1.744265 -0.371086  -0.380
C -2.287293 -2.698203 0.018311  0.846
C 1.402807 -2.726339 4.781840  -0.701
C 1.296938 -2.477235 1.007020  0.756
C 1.781900 -2.446530 2.410316  0.589
C -0.623073 0.742859 -5.161942  -0.765
C -2.600546 -3.990899 0.416752  -0.325
C -5.172251 -3.560198 -3.162664  -1.002
C 2.457164 3.976431 -1.651906  -0.724
H -1.395556 -6.998941 0.903047  0.356
H 4.878259 4.727410 -1.685523  0.385
H -3.323939 2.121613 0.880274  0.212
H 4.144938 5.263671 3.567264  0.378
H 4.195407 6.268223 -1.160055  0.360
H -3.446562 1.584103 2.533336  0.192
H 3.147564 3.427319 -2.292300  0.319
H -7.524244 -1.267298 -2.334119  0.444
H 4.228939 -0.057737 0.249415  0.324
H 0.830496 -2.729027 -1.436263  0.334
H 0.192993 0.872905 -5.861422  0.395
H 3.074693 -2.301710 6.054474  0.436
H 2.824757 6.872842 0.531984  0.389
H 0.320920 -0.563385 3.163722  0.197
H -1.615568 -1.206013 -2.528040  0.107
H 3.551820 1.301532 -0.674459  0.065
H 2.037518 4.805217 -2.224917  0.391
H -1.774452 2.345791 -5.985293  0.434
H -3.061228 -6.480534 1.131188  0.409
H -1.918373 -6.384397 2.466362  0.317
H -3.272624 -3.784948 -2.198960  0.430
H 3.350456 3.718736 3.215364  0.282
H 0.380648 -4.994549 1.608033  0.605
H 4.281048 7.012932 1.542615  0.348
H -3.667947 2.017923 -4.434702  0.445
H 0.748318 -2.997071 5.599517  0.460
H 4.578131 -1.714889 4.183693  0.470
H -5.000879 -4.371413 -3.857170  0.433
H 5.085437 5.248396 -0.007772  0.387
H 0.877584 1.011855 3.164919  0.306
H -1.561202 0.812272 3.627512  0.195
H 2.377188 5.141663 3.649154  0.358
H 1.653704 3.325304 -1.322127  -0.041
H -3.628516 -4.324564 0.324992  0.542
H 4.648319 1.611292 0.689866  0.346
H -5.770171 -0.655527 -0.690096  0.439
H 2.581110 -2.891460 -1.568307  0.589
H -3.599241 0.229658 -2.731535  0.424
H -0.084159 -3.084162 3.281749  0.464
H -7.127410 -3.119612 -3.919625  0.432
H 3.751824 -1.823566 1.854681  0.409
H 2.847731 -0.595795 -2.347188  0.608
H 2.669265 7.097702 2.271029  0.383
H 1.175295 -0.157928 -1.866851  -0.898

Cartesian forces, eV/Å:
0.1 0.1 -0.2
-0.3 -0.2 0.3
0.0 0.4 0.2
0.0 0.0 0.0
0.1 0.0 -0.2
0.1 0.0 0.1
-0.2 0.1 -0.1
-0.3 0.2 -0.1
-0.1 0.0 -0.1
0.0 -0.2 0.2
0.0 -0.1 0.0
0.3 -0.3 -0.3
0.0 0.1 0.0
0.0 0.0 -0.1
0.3 0.3 -0.1
-0.1 0.1 0.0
0.0 0.0 0.0
-0.1 -0.1 0.1
0.0 0.0 0.0
0.0 0.1 0.0
0.0 0.0 0.0
0.0 0.0 0.0
0.0 0.0 0.0
0.0 0.0 0.0
0.0 0.0 0.0
0.1 0.0 0.0
0.0 0.1 0.0
0.0 0.0 0.0
0.0 0.0 0.0
-0.1 0.1 0.0
0.0 0.0 0.0
0.0 0.0 0.0
0.0 -0.1 0.2
0.0 0.0 0.0
0.0 0.0 0.1
0.0 0.0 0.0
0.1 0.0 0.0
0.0 0.0 0.0
0.0 0.0 0.0
0.1 0.0 0.0
0.0 0.0 0.0
0.2 -0.2 0.1
0.0 0.0 0.0
0.0 0.0 -0.1
-0.1 -0.1 0.1
0.0 0.0 0.0
0.1 -0.2 0.1
-0.1 0.0 0.0
-0.1 0.0 -0.1
0.0 0.0 0.0
0.0 0.0 0.0
0.0 0.0 0.0
0.0 0.0 0.0
0.0 0.0 0.0
0.0 0.0 0.1
0.0 0.0 0.0
0.0 0.0 0.0
0.0 0.0 0.0
0.0 0.0 0.0
0.0 0.0 0.0
0.0 0.0 0.0
0.0 0.0 0.0
0.0 0.0 0.0
0.0 0.0 0.0
0.0 0.0 -0.1
0.0 0.0 0.0
0.0 0.0 0.0
0.0 0.0 0.0
0.0 0.0 0.0
0.0 0.0 0.0
0.0 0.0 0.0
0.0 0.0 0.0
0.0 0.0 0.0
0.0 0.0 0.0
0.0 0.0 0.0
0.0 0.0 0.0
0.0 0.0 0.0
0.0 0.0 0.0
0.0 0.0 0.0
0.0 0.0 0.0
0.0 0.0 0.0
0.0 -0.1 -0.1
0.0 0.0 0.0
0.0 0.0 0.0
0.0 0.0 -0.1
0.0 0.0 0.0
0.0 0.0 0.0
0.0 0.0 0.0
0.0 0.0 0.0
0.0 0.0 0.0
0.0 0.0 0.0
0.0 0.0 0.0
0.0 0.0 0.0
0.0 0.0 0.0
0.0 0.0 0.0
0.0 0.0 0.0

Computed properties:
Charge: +2
Frontier orbital gap (alpha / beta), eV: 7.347 / 3.965
HOMO level (alpha / beta), eV: -12.2 / -12.2
LUMO level (alpha / beta), eV: -4.872 / -8.255
Spin multiplicity: 5
<S²>: 6.02
Energy, eV: -81791.593
Molar mass, u: 934.89